Record 1
Here is a molecular structure, C36H35BaN8O2S2Se2 from OMol25. Energies are from the ωB97M-V functional and the def2-TZVPD basis.

Last column: Löwdin charge in e.
Atoms and positions in Å:
C1 1.76598 0.22523 4.56719  -0.13
N1 0.97154 -0.47971 5.38049  0.12
H1 3.24899 6.81464 -0.10936  0.09
O1 -2.32377 -3.69503 1.89158  -0.01
C2 -3.63503 0.63328 -0.83371  -0.66
H2 -6.20799 1.63846 1.95357  0.09
C3 -3.29763 1.55486 0.18124  -0.29
H3 0.03916 -5.41747 2.23913  0.11
H4 2.61809 0.71121 5.02804  0.10
C4 -4.93390 0.09390 -0.77569  -0.14
C5 0.92959 -4.91117 1.89367  -0.06
C6 0.62895 5.40155 -1.70807  -0.04
C7 3.71511 0.19550 -4.06591  -0.06
H5 -1.17318 -1.44485 2.96679  0.09
H6 3.65094 4.44179 0.44565  0.09
H7 4.33245 0.63897 -4.83692  0.11
C8 1.69632 -0.82193 -3.33336  -0.17
C9 -0.32267 -0.95817 3.43737  -0.09
H8 -2.94623 3.93394 -0.45378  0.13
C10 3.34729 -0.45361 -1.80275  -0.72
C11 -5.85052 0.43619 0.19712  -0.11
Se1 4.61186 -2.79852 0.02349  0.64
H9 1.47532 2.16257 -3.03112  0.06
H10 1.28085 7.43586 -1.50330  0.09
H11 1.19152 -3.22176 -2.28420  0.08
C12 2.57320 6.05109 -0.47696  -0.12
C13 -1.95229 3.47074 -0.47231  -0.15
H12 -1.62387 1.42517 2.16761  0.08
H13 5.15458 0.46990 -2.48247  0.10
S1 2.27029 2.03630 -0.15956  0.43
H14 -1.68480 4.28989 -2.44421  0.11
C14 -0.01425 -4.99810 -2.24687  -0.07
C15 -1.44967 3.36193 -1.89894  -0.21
H15 0.39238 3.21580 -3.97463  0.09
H16 -1.91742 3.17025 2.14686  0.08
N2 2.12924 -0.91034 -2.07393  -0.04
H17 1.21144 -6.21077 0.20808  0.10
O2 -1.81477 -1.71523 0.95679  -0.28
C16 -1.46035 2.33870 1.59335  -0.13
C17 1.54257 0.33747 3.21143  -0.15
H18 2.03614 -0.21697 -5.36001  0.11
C18 0.43948 2.48567 -3.14873  -0.09
H19 -0.22008 5.67413 -2.32239  0.10
H20 2.98125 -2.29244 2.50365  0.09
H21 -1.96801 2.54524 -2.40045  0.04
H22 -0.38504 2.53652 1.53069  0.06
H23 -3.96215 2.62332 1.91331  0.10
C19 1.44645 -3.80662 2.55425  -0.05
S2 -2.60067 0.09985 -2.15543  0.38
C20 -0.07921 -1.05974 4.81907  -0.38
C21 0.34672 -3.72663 -1.83452  -0.15
H24 0.69205 -1.19429 -3.51713  0.11
N3 -0.03124 3.03794 -1.89061  -0.19
H25 -5.19575 -0.63145 -1.53536  0.08
C22 -1.07170 -5.62464 -1.60443  -0.07
H26 -2.48918 -5.41818 0.02132  0.12
C23 -4.23641 1.90339 1.15161  -0.05
H27 -0.60726 -2.01344 6.53017  0.09
H28 -1.38711 -6.61738 -1.90283  0.10
C24 1.47605 6.40065 -1.25158  -0.12
H29 -1.27822 4.13351 0.07721  0.12
H30 0.53037 -5.48342 -3.04543  0.10
C25 -5.50606 1.35612 1.17886  -0.11
N4 0.49047 -0.28383 2.65210  -0.01
C26 1.94983 3.70000 -0.60268  -0.62
C27 3.08571 -3.65205 0.83878  -0.68
C28 4.17854 0.10434 -2.76596  -0.10
C29 2.44636 -0.27989 -4.36177  -0.06
H31 -0.18006 1.62542 -3.41395  0.06
H32 -1.57584 -2.40602 5.16672  0.10
N5 2.63378 -4.72982 0.22010  0.04
C30 -1.27430 -3.68957 -0.22166  -0.20
N6 -0.94552 -1.76334 5.61744  0.13
C31 -1.69491 -4.97009 -0.55866  -0.01
H33 2.18120 0.91958 2.55687  0.06
C32 2.54987 -3.15983 2.02454  -0.11
C33 0.84299 4.06122 -1.39591  -0.29
Se2 3.98347 -0.53494 0.02223  0.57
N7 -1.98660 2.17635 0.23609  -0.24
C34 1.57332 -5.34350 0.74748  -0.16
H34 -6.83285 -0.02171 0.19489  0.09
H35 0.99852 -3.45051 3.47168  0.10
N8 -0.28466 -3.06340 -0.86559  0.06
C35 -1.88015 -2.97539 0.98767  -0.66
Ba1 -0.16134 -0.14469 -0.21700  1.52
C36 2.80243 4.72201 -0.16601  -0.14

Properties
Net charge: -1
Spin multiplicity: 1
Frontier orbital gap, eV: 6.22
Energy, eV: -206979.525

***

Record 2
Here is a molecular structure, C8H13CoNP at a distorted geometry from OMol25. Energies are from the ωB97M-V functional and the def2-TZVPD basis.

Last column: Löwdin charge in e.
Atoms and positions in Å:
C1 -0.48911 -0.27337 1.73660  -0.20
H1 -0.88094 -2.87617 -2.03248  0.07
H2 -0.05274 3.52691 -1.46414  -0.12
H3 0.92620 2.79463 0.33840  -0.11
C2 -0.30748 -1.95149 -2.14537  -0.25
H4 1.43844 -0.29050 3.79945  0.05
Co1 -0.01016 0.26124 -1.18928  -0.08
N1 -0.49962 0.04086 0.61225  0.02
H5 -1.19640 2.72523 0.17714  -0.12
C3 0.12420 0.05421 -3.39687  -0.29
H6 1.89774 1.14779 -2.62220  0.03
C4 0.55636 -1.48302 -1.16484  -0.13
C5 -0.51453 -1.20625 -3.33908  -0.16
P1 -0.06525 2.36660 -0.62070  0.71
C6 1.15043 0.36144 -2.52266  -0.20
C7 0.41247 0.03930 3.98306  -0.25
H7 -0.23913 0.71052 -4.19644  0.08
C8 -0.54921 -0.78563 3.09233  -0.39
H8 -1.58928 -0.71904 3.49374  0.05
H9 0.37957 1.09367 3.69348  0.05
H10 -0.25690 -1.85616 3.08578  0.08
H11 -1.22147 -1.54639 -4.10170  0.08
H12 0.19991 -0.02400 5.05518  0.03
H13 0.78688 -2.11035 -0.27165  0.05

Properties
Net charge: -1
Spin multiplicity: 4
Energy above the lowest of the compared OMol25 structures with the same formula, charge and spin, eV: 2.155
Expectation value of S²: 3.8189
Frontier orbital gap (alpha / beta), eV: 3.16 / 7.02
Energy, eV: -56904.956

***

Record 3
Here is a molecular structure, C50H50Cl2CoN3O5S2 at a distorted geometry from OMol25. Energies are from the ωB97M-V functional and the def2-TZVPD basis.

Last column: Löwdin charge in e.
Atoms and positions in Å:
O1 3.52826 -1.30650 -1.52543  -0.40
C1 -4.21630 -1.48021 -3.53232  -0.06
C2 1.54840 -2.32424 4.94654  -0.07
H1 0.68565 -4.43853 2.63866  0.12
H2 3.03429 3.45847 2.74128  0.10
C3 -5.03256 -2.46104 -1.53064  -0.07
H3 0.57227 -2.32149 5.41485  0.11
H4 2.33453 -3.53822 1.19592  0.10
C4 -3.28164 1.74776 -0.86840  -0.09
H5 6.36003 -5.11261 -0.84448  0.09
H6 -4.03539 -0.11459 1.31063  0.07
H7 -2.25128 -1.31529 -5.42743  0.07
C5 1.63579 2.05215 -2.23982  -0.37
C6 1.04097 3.29562 -2.91008  -0.05
N1 -2.02010 -0.43927 -0.75275  0.07
C7 3.89322 -1.89364 5.06967  -0.11
H8 2.43346 0.64751 3.48210  0.07
H9 -3.87895 -1.28498 2.62923  0.08
H10 1.11941 -0.08532 2.54644  0.05
C8 2.63947 -1.84538 5.65320  -0.13
H11 4.76888 -1.55651 5.60970  0.09
H12 -1.01776 2.94358 2.30215  0.07
C9 4.86726 -4.27757 0.43345  -0.61
H13 7.36924 -2.88941 -1.33021  0.09
C10 2.75078 3.15610 1.74005  -0.07
H14 -3.27828 1.78469 -3.42882  0.06
C11 -2.84800 1.17897 -4.22187  -0.05
H15 0.84907 0.35646 4.22939  0.08
O2 -0.00110 -3.11423 0.65097  -0.05
C12 0.46573 -3.42701 2.98850  -0.04
H16 -0.35606 -3.47123 3.70718  0.11
O3 1.89486 -1.24538 0.26854  -0.50
O4 -0.41194 -1.42803 1.98112  -0.06
H17 4.41559 4.15198 0.82624  0.09
C13 -1.67008 5.48302 -0.14550  -0.08
C14 -0.00538 -2.59329 1.78333  -0.68
C15 -4.62507 1.56839 -1.17061  -0.01
C16 -1.51989 -0.90541 -4.73251  -0.08
C17 1.66818 -2.83188 3.66317  -0.16
C18 -3.04561 -1.08505 -1.44761  -0.16
C19 5.96940 -4.21121 -0.39461  -0.12
S1 2.32867 -1.92069 -0.97488  0.10
C20 2.80888 1.49517 -3.04559  -0.07
H18 6.40303 -0.86411 -0.29656  0.10
H19 -6.49542 2.54102 -1.50337  0.09
H20 -5.05284 -2.45788 0.94428  0.12
N2 3.13448 -3.34415 1.79695  0.07
C21 -2.17786 -0.06626 -3.63557  -0.37
S2 0.79090 -1.54928 -2.24548  0.45
C22 1.60706 2.38471 1.57560  -0.14
C23 6.00853 -1.83979 -0.06255  -0.12
H21 -3.05647 -3.69102 1.93968  0.08
C24 1.25016 1.97331 0.27602  -0.16
N3 0.14176 1.17118 0.01907  0.10
H22 0.17988 3.65118 -2.34884  0.06
H23 -2.50225 -0.94602 1.58764  0.04
C25 -1.02667 1.71301 -0.28580  -0.18
C26 -2.83402 3.07706 -0.63598  -0.08
H24 -5.67705 4.82109 -1.13744  0.10
C27 -5.15467 -2.26697 -2.89157  -0.10
H25 -1.00687 1.16987 2.21673  0.06
C28 1.35801 0.64627 3.31104  -0.06
H26 -1.37524 0.25136 -2.97010  0.10
H27 0.86767 1.27479 -2.21015  0.08
C29 -3.64295 4.20739 -0.72276  -0.18
H28 -1.20415 6.44353 0.04355  0.10
C30 4.29389 -3.15439 1.03927  -0.33
H29 3.74072 3.51437 -1.44571  0.10
C31 2.93462 -2.81364 3.04649  -0.21
Co1 -0.07380 -0.94402 -0.17295  0.51
H30 -2.15407 -3.26785 0.47761  0.06
C32 -5.45132 2.69261 -1.25663  -0.08
H31 -2.11024 1.77615 -4.75422  0.07
C33 4.03897 -2.38281 3.78849  -0.07
C34 3.52757 3.55174 0.67018  -0.10
Cl1 4.27063 -0.46381 1.40799  0.84
H32 -3.58279 6.36587 -0.53102  0.10
C35 4.90515 -1.92258 0.77575  -0.59
H33 -3.57799 -4.29515 0.36067  0.08
H34 2.51234 -1.46485 6.65806  0.08
Cl2 4.13234 -5.79763 0.71181  0.71
C36 3.15021 3.17850 -0.60520  -0.05
C37 0.87390 2.01832 2.84759  -0.35
C38 -5.00013 3.98124 -1.05051  -0.05
H35 0.16751 4.42195 0.22411  0.11
H36 0.72533 3.06080 -3.92507  0.07
H37 -4.31281 -1.31187 -4.59637  0.10
H38 5.02048 -2.43819 3.33903  0.10
H39 1.77541 4.10021 -2.94769  0.07
C39 -4.00821 -1.87942 -0.79509  -0.15
C40 -1.45946 3.10035 -0.29108  -0.08
H40 -0.96698 -1.71125 -4.26011  0.02
H41 2.48169 1.24808 -4.05388  0.07
H42 -0.81114 -0.29460 -5.28836  0.08
C41 -3.01176 5.44728 -0.46951  -0.04
C42 -3.16631 -0.89338 -2.84582  -0.13
O5 2.46703 -3.36048 -0.84170  -0.39
C43 -3.58137 -1.05954 1.60437  -0.06
H43 -5.97599 -2.71258 -3.44084  0.09
C44 -3.14649 -3.44162 0.88340  -0.05
H44 -5.03855 0.58759 -1.34815  0.11
C45 -4.01406 -2.19645 0.68256  -0.36
H45 1.17420 2.76204 3.60302  0.12
H46 3.62556 2.21124 -3.11849  0.06
H47 -3.64330 0.91012 -4.91617  0.07
C46 -0.65165 2.03190 2.77162  -0.05
H48 -5.76863 -3.06379 -1.00946  0.10
C47 -2.13486 0.89325 -0.66716  -0.19
C48 2.03251 2.39257 -0.82184  -0.13
C49 6.53278 -2.97275 -0.65105  -0.09
H49 3.18047 0.58704 -2.57586  0.05
C50 -0.87624 4.33335 -0.04355  -0.02
H50 -1.06709 1.97407 3.77833  0.08

Properties
Net charge: -2
Spin multiplicity: 5
Expectation value of S²: 6.0286
Frontier orbital gap (alpha / beta), eV: 5.28 / 6.57
Energy, eV: -151718.316